Record 1
{"formula": "CHCl2N2O2", "method": "ωB97M-V/def2-TZVPD", "symbols": ["C", "N", "N", "O", "O", "Cl", "Cl", "H"], "xyz": [[-0.106, -1.344, -0.533], [0.044, -0.818, -1.708], [-0.790, -0.020, -2.370], [-1.801, 0.478, -1.854], [-0.550, 0.022, -3.595], [1.239, -2.394, -0.201], [-1.603, -1.975, 0.050], [0.364, -0.155, 1.219]], "lowdin_charge": [-1.363, -0.068, -0.478, -0.040, -0.045, 0.482, 0.511, 0.001], "e_above_lowest_kcal_mol": 88.7, "homo_energy_ev": [-3.254, -4.633], "total_charge": -1, "spin_multiplicity": 1, "gap_ev": [6.6, 8.1]}


Record 2
{"formula": "C2H15NO5", "method": "ωB97M-V/def2-TZVPD", "symbols": ["C", "C", "N", "H", "H", "H", "H", "H", "H", "H", "O", "H", "H", "O", "H", "H", "O", "H", "H", "O", "H", "H", "O"], "xyz": [[-0.812, 1.205, -2.232], [-0.516, 1.388, -0.733], [-1.552, 0.650, 0.012], [-0.979, 2.158, -2.831], [0.014, 0.775, -2.688], [-1.792, 0.742, -2.443], [0.523, 1.053, -0.547], [-0.596, 2.356, -0.358], [-0.046, 0.139, 3.599], [-1.156, 0.491, 0.942], [-0.122, 0.269, 2.673], [-1.548, -0.348, -0.405], [-1.605, -2.742, -1.364], [-1.265, -1.886, -1.098], [0.333, -1.619, 1.017], [0.853, -0.681, 2.066], [1.154, -1.456, 1.485], [1.720, -1.655, -1.888], [0.114, -1.576, -1.425], [1.040, -1.046, -1.664], [1.052, 1.335, 1.983], [2.144, 0.618, 1.240], [1.668, 1.474, 1.206]], "mulliken_spin": [0.014, 0.057, 0.733, 0.004, 0.000, -0.002, 0.112, 0.044, 0.022, 0.000, -0.867, 0.002, -0.019, 0.856, 0.008, 0.028, -0.196, -0.007, -0.030, 0.211, 0.003, 0.001, 0.027], "e_above_lowest_kcal_mol": 164.1, "homo_energy_ev": [-14.879, -14.810], "total_charge": 1, "spin_multiplicity": 2, "gap_ev": [6.8, 6.2]}


Record 3
{"formula": "C8H17ClHfINO3P", "method": "ωB97M-V/def2-TZVPD", "symbols": ["C", "C", "H", "H", "H", "O", "I", "Hf", "P", "C", "C", "H", "H", "H", "C", "H", "H", "H", "H", "H", "H", "C", "O", "Cl", "C", "C", "N", "O", "H", "H", "H", "H", "H"], "xyz": [[-1.257, 1.347, 0.383], [-2.316, 0.140, 0.263], [-1.741, 2.232, 0.804], [-0.978, 1.586, -0.693], [-0.474, 1.043, 1.105], [-3.169, 0.104, -0.622], [-0.666, -2.253, 0.737], [1.375, 1.369, -0.517], [-0.086, 0.097, -2.479], [-1.300, -1.264, -2.793], [-1.082, 1.392, -3.360], [2.046, 0.219, -3.632], [0.692, -0.308, -4.727], [1.404, -1.461, -3.540], [1.153, -0.405, -3.727], [-0.539, 2.356, -3.356], [-1.252, 1.051, -4.399], [-1.555, -1.281, -3.878], [-2.224, -1.084, -2.222], [-2.056, 1.487, -2.846], [-0.847, -2.227, -2.511], [-2.169, -0.894, 1.312], [-2.844, -1.066, 2.296], [3.459, 1.259, -1.507], [0.828, 0.516, 3.700], [1.973, 0.716, 2.777], [3.215, 0.826, 3.211], [1.777, 0.831, 1.472], [1.245, 0.422, 4.729], [0.311, -0.438, 3.450], [0.105, 1.364, 3.724], [3.949, 0.955, 2.538], [3.403, 0.628, 4.212]], "lowdin_charge": [-0.071, -0.426, 0.127, -0.002, 0.021, 0.141, 1.101, 1.546, 0.712, -0.226, -0.219, 0.000, 0.088, 0.078, -0.251, 0.061, 0.090, 0.105, 0.038, 0.067, 0.044, -0.767, 0.132, 0.226, 0.044, -0.393, 0.299, -0.278, 0.127, 0.104, 0.135, 0.155, 0.191], "e_above_lowest_kcal_mol": 0.0, "homo_energy_ev": -19.486, "total_charge": 3, "spin_multiplicity": 1, "gap_ev": 5.6}


Record 4
{"formula": "C48H136N12O16Sr2", "method": "ωB97M-V/def2-TZVPD", "symbols": ["Sr", "Sr", "O", "H", "O", "H", "O", "H", "O", "H", "C", "C", "C", "O", "C", "N", "H", "H", "H", "H", "H", "H", "H", "H", "H", "H", "H", "C", "C", "C", "O", "C", "N", "H", "H", "H", "H", "H", "H", "H", "H", "H", "H", "H", "C", "C", "C", "O", "C", "N", "H", "H", "H", "H", "H", "H", "H", "H", "H", "H", "H", "C", "C", "C", "O", "C", "N", "H", "H", "H", "H", "H", "H", "H", "H", "H", "H", "H", "C", "C", "C", "O", "C", "N", "H", "H", "H", "H", "H", "H", "H", "H", "H", "H", "H", "C", "C", "C", "O", "C", "N", "H", "H", "H", "H", "H", "H", "H", "H", "H", "H", "H", "C", "C", "C", "O", "C", "N", "H", "H", "H", "H", "H", "H", "H", "H", "H", "H", "H", "C", "C", "C", "O", "C", "N", "H", "H", "H", "H", "H", "H", "H", "H", "H", "H", "H", "C", "C", "C", "O", "C", "N", "H", "H", "H", "H", "H", "H", "H", "H", "H", "H", "H", "C", "C", "C", "O", "C", "N", "H", "H", "H", "H", "H", "H", "H", "H", "H", "H", "H", "C", "C", "C", "O", "C", "N", "H", "H", "H", "H", "H", "H", "H", "H", "H", "H", "H", "C", "C", "C", "O", "C", "N", "H", "H", "H", "H", "H", "H", "H", "H", "H", "H", "H"], "xyz": [[2.081, -0.554, 2.340], [0.067, -0.319, -0.510], [0.042, 0.903, 1.548], [-0.776, 1.325, 1.875], [0.782, -2.055, 1.099], [0.902, -2.999, 0.879], [-2.093, 0.663, -1.212], [-2.866, 1.161, -1.543], [2.347, 0.609, 0.001], [2.059, 1.310, 0.617], [0.238, -1.329, 6.183], [-0.495, -0.483, 5.114], [-0.133, 0.981, 5.319], [-0.611, 1.733, 6.417], [-1.722, 2.613, 6.171], [-0.045, -0.999, 3.808], [-0.349, -1.353, 7.102], [1.243, -0.944, 6.358], [0.200, -2.371, 5.865], [-1.578, -0.612, 5.121], [-0.559, 1.480, 4.449], [0.898, 1.209, 5.049], [-1.889, 3.182, 7.085], [-2.644, 2.155, 5.812], [-1.508, 3.362, 5.409], [-0.486, -0.496, 3.051], [-0.372, -1.937, 3.625], [-0.020, -3.593, -3.123], [-1.456, -3.065, -2.875], [-2.216, -3.718, -1.671], [-2.741, -4.924, -2.081], [-3.669, -5.549, -1.244], [-1.192, -1.648, -2.484], [0.567, -3.597, -2.204], [0.511, -3.077, -3.923], [-0.266, -4.592, -3.483], [-2.120, -3.185, -3.731], [-3.020, -3.041, -1.383], [-1.523, -3.801, -0.834], [-4.676, -5.142, -1.335], [-3.281, -5.477, -0.228], [-3.628, -6.634, -1.338], [-0.964, -1.146, -3.330], [-2.023, -1.150, -2.198], [-5.428, -0.405, -2.597], [-6.669, -1.258, -2.197], [-6.685, -2.701, -2.842], [-6.648, -2.579, -4.244], [-5.904, -3.612, -4.860], [-6.759, -1.231, -0.749], [-4.514, -0.856, -2.210], [-5.563, 0.609, -2.222], [-5.256, -0.539, -3.664], [-7.549, -0.713, -2.539], [-7.633, -3.154, -2.550], [-5.860, -3.272, -2.415], [-6.233, -4.628, -4.641], [-4.856, -3.672, -4.568], [-5.886, -3.592, -5.949], [-5.883, -1.441, -0.292], [-6.883, -0.293, -0.397], [3.012, -3.616, 5.934], [3.475, -3.746, 4.489], [3.493, -5.277, 4.029], [2.155, -5.705, 3.960], [2.074, -6.773, 3.039], [2.601, -2.823, 3.623], [3.260, -2.612, 6.278], [3.537, -4.298, 6.602], [1.929, -3.721, 5.980], [4.513, -3.419, 4.427], [4.058, -5.759, 4.827], [3.990, -5.324, 3.060], [2.441, -6.396, 2.085], [1.022, -6.993, 2.859], [2.634, -7.648, 3.371], [1.698, -2.740, 4.068], [2.316, -3.303, 2.781], [4.948, -2.422, -0.902], [4.766, -2.428, 0.628], [6.006, -2.926, 1.439], [6.307, -4.254, 1.020], [7.521, -4.712, 1.501], [4.443, -1.093, 0.927], [5.619, -1.588, -1.106], [3.965, -2.265, -1.347], [5.343, -3.400, -1.176], [3.926, -3.113, 0.733], [5.698, -2.861, 2.483], [6.866, -2.263, 1.347], [7.777, -5.707, 1.136], [7.562, -4.708, 2.590], [8.356, -4.141, 1.097], [3.980, -0.783, 0.084], [5.294, -0.557, 1.022], [4.142, 3.601, 3.350], [2.659, 3.307, 3.169], [1.993, 4.520, 2.453], [1.913, 5.654, 3.346], [1.502, 6.856, 2.688], [2.466, 2.132, 2.369], [4.433, 3.032, 4.233], [4.191, 4.646, 3.655], [4.761, 3.405, 2.474], [2.296, 3.289, 4.197], [0.991, 4.270, 2.104], [2.652, 4.770, 1.622], [0.489, 6.783, 2.292], [2.196, 7.139, 1.897], [1.483, 7.671, 3.412], [2.864, 2.262, 1.449], [1.519, 2.124, 2.017], [4.080, 3.777, -1.117], [4.443, 2.860, -2.376], [5.806, 3.209, -2.963], [6.988, 3.257, -2.115], [8.160, 3.642, -2.822], [4.372, 1.494, -2.055], [3.112, 4.148, -1.454], [4.698, 4.671, -1.038], [3.888, 3.343, -0.136], [3.685, 3.059, -3.134], [5.750, 4.157, -3.497], [6.017, 2.557, -3.811], [8.184, 3.321, -3.863], [8.989, 3.058, -2.423], [8.391, 4.707, -2.791], [3.712, 1.277, -1.321], [5.277, 1.246, -1.682], [-2.960, 1.249, -4.916], [-2.008, 2.453, -4.948], [-2.601, 3.847, -4.787], [-3.172, 4.295, -6.000], [-3.822, 5.603, -5.970], [-1.180, 2.054, -3.776], [-2.394, 0.339, -5.112], [-3.726, 1.485, -5.655], [-3.620, 1.038, -4.074], [-1.570, 2.317, -5.936], [-1.802, 4.584, -4.704], [-3.264, 3.904, -3.924], [-4.398, 5.839, -6.865], [-3.049, 6.364, -5.859], [-4.507, 5.726, -5.131], [-0.784, 2.795, -3.216], [-1.657, 1.476, -3.099], [2.213, 0.765, -5.044], [1.816, -0.291, -4.018], [2.888, -1.310, -3.653], [3.650, -1.764, -4.788], [5.013, -2.188, -4.494], [1.414, 0.435, -2.864], [3.073, 1.419, -4.896], [1.319, 1.360, -5.229], [2.445, 0.349, -6.024], [0.989, -0.812, -4.501], [2.459, -2.202, -3.197], [3.585, -0.827, -2.968], [5.486, -2.519, -5.419], [5.170, -3.013, -3.799], [5.574, -1.261, -4.379], [2.213, 0.842, -2.399], [0.778, 1.215, -2.943], [-2.010, -3.987, 5.085], [-1.624, -4.192, 3.534], [-2.523, -3.413, 2.619], [-3.855, -4.085, 2.540], [-4.996, -3.193, 2.316], [-0.236, -3.838, 3.306], [-2.235, -2.950, 5.332], [-1.243, -4.304, 5.791], [-2.927, -4.491, 5.389], [-1.604, -5.265, 3.343], [-1.988, -3.304, 1.676], [-2.776, -2.422, 2.995], [-5.015, -2.550, 1.436], [-5.082, -2.583, 3.215], [-5.865, -3.850, 2.349], [0.236, -4.626, 3.726], [-0.008, -3.848, 2.322], [-1.623, 4.526, 0.676], [-1.120, 4.053, -0.687], [-0.273, 5.061, -1.342], [-1.150, 5.984, -1.953], [-0.542, 6.941, -2.761], [-0.476, 2.751, -0.526], [-2.019, 3.587, 1.065], [-2.404, 5.163, 0.261], [-0.894, 5.011, 1.325], [-2.007, 3.929, -1.308], [0.252, 4.550, -2.149], [0.482, 5.606, -0.775], [0.184, 6.693, -3.535], [0.170, 7.525, -2.178], [-1.279, 7.543, -3.292], [-1.198, 2.057, -0.658], [-0.226, 2.495, 0.418], [-3.639, 0.849, 2.408], [-4.748, 0.617, 1.324], [-5.280, 1.922, 0.768], [-6.469, 1.598, 0.005], [-7.217, 2.735, -0.440], [-4.214, -0.203, 0.310], [-3.682, 1.789, 2.958], [-2.652, 0.931, 1.953], [-3.656, -0.057, 3.014], [-5.529, -0.065, 1.661], [-4.574, 2.409, 0.095], [-5.532, 2.602, 1.582], [-6.490, 3.257, -1.063], [-7.689, 3.387, 0.296], [-8.070, 2.500, -1.076], [-3.228, -0.084, 0.130], [-4.520, 0.243, -0.542]], "lowdin_charge": [1.422, 1.405, -0.610, -0.041, -0.660, -0.050, -0.521, -0.027, -0.570, -0.114, -0.041, -0.378, -0.212, -0.160, -0.087, -0.035, 0.085, 0.084, 0.035, 0.129, 0.103, 0.120, 0.088, 0.080, 0.079, 0.027, 0.020, -0.043, -0.350, -0.209, -0.180, -0.092, -0.034, 0.075, 0.065, 0.079, 0.133, 0.120, 0.117, 0.083, 0.080, 0.089, 0.057, 0.019, -0.062, -0.373, -0.181, -0.171, -0.118, 0.037, 0.057, 0.073, 0.068, 0.132, 0.120, 0.103, 0.082, 0.072, 0.085, 0.020, 0.034, -0.059, -0.337, -0.181, -0.209, -0.096, -0.010, 0.077, 0.084, 0.066, 0.111, 0.124, 0.113, 0.087, 0.089, 0.096, 0.004, 0.034, -0.043, -0.439, -0.162, -0.179, -0.136, -0.014, 0.093, 0.069, 0.081, 0.128, 0.106, 0.128, 0.090, 0.089, 0.087, 0.032, 0.096, -0.046, -0.414, -0.165, -0.189, -0.099, -0.029, 0.077, 0.080, 0.082, 0.137, 0.106, 0.119, 0.072, 0.085, 0.085, 0.043, 0.015, -0.015, -0.409, -0.190, -0.184, -0.121, 0.045, 0.056, 0.070, 0.044, 0.120, 0.119, 0.116, 0.080, 0.083, 0.085, 0.016, 0.081, -0.073, -0.361, -0.202, -0.198, -0.075, 0.053, 0.081, 0.080, 0.049, 0.133, 0.118, 0.128, 0.081, 0.075, 0.079, 0.044, 0.013, -0.053, -0.417, -0.183, -0.188, -0.081, 0.006, 0.069, 0.066, 0.070, 0.122, 0.102, 0.089, 0.076, 0.076, 0.086, 0.031, 0.043, -0.018, -0.374, -0.147, -0.202, -0.075, 0.022, 0.057, 0.064, 0.072, 0.134, 0.108, 0.104, 0.054, 0.077, 0.086, 0.064, 0.055, -0.025, -0.433, -0.214, -0.180, -0.140, 0.040, 0.071, 0.083, 0.057, 0.134, 0.112, 0.127, 0.080, 0.080, 0.089, -0.025, 0.009, -0.012, -0.415, -0.153, -0.240, -0.086, 0.024, 0.073, 0.045, 0.064, 0.128, 0.126, 0.125, 0.085, 0.084, 0.087, 0.031, 0.015], "e_above_lowest_kcal_mol": 0.0, "homo_energy_ev": -8.053, "spin_multiplicity": 1, "gap_ev": 8.2}


Record 5
{"formula": "C3H3O4Tm", "method": "ωB97M-V/def2-TZVPD", "symbols": ["O", "C", "C", "O", "Tm", "H", "H", "H", "O", "C", "O"], "xyz": [[-1.216, -0.665, -1.516], [-1.400, 0.423, -0.984], [-0.828, 0.712, 0.370], [-0.179, -0.376, 0.894], [-0.357, -2.391, -0.080], [-1.862, 1.251, -1.552], [-1.672, 1.100, 0.983], [-0.163, 1.594, 0.236], [2.289, -1.369, -0.222], [2.429, -0.485, 0.549], [2.960, 0.205, 1.323]], "mulliken_spin": [-0.127, 0.023, -0.025, -0.118, 3.330, 0.001, -0.017, -0.004, -0.037, -0.029, 0.003], "e_above_lowest_kcal_mol": 0.0, "homo_energy_ev": [-11.229, -14.612], "total_charge": 1, "spin_multiplicity": 4, "gap_ev": [6.7, 9.0]}